94
Properties=species:S:1:pos:R:3 method="wB97M-V/def2-TZVPD" homo_ev="-9.66 / -9.80" gap_ev="6.609 / 6.591" s2=0.761 lumo_ha="-0.11206 / -0.11789" spin_multiplicity=2 total_charge=+1
Ir -0.313 0.434 0.472
C 3.162 -1.476 -2.984
C 3.619 -1.281 -1.580
C 4.524 -2.183 -1.036
C 4.981 -2.022 0.248
C 4.467 -0.980 1.004
C 3.523 -0.122 0.476
N 3.166 -0.250 -0.831
Sb 2.913 1.234 2.111
C 1.322 0.316 3.249
C 1.712 0.189 4.574
C 0.776 -0.207 5.520
C -0.505 -0.465 5.094
C -0.836 -0.323 3.744
C -2.230 -0.606 3.293
N 0.069 0.067 2.834
C 1.653 2.745 1.285
C 2.040 4.036 1.578
C 1.345 5.093 1.001
C 0.373 4.790 0.080
C 0.041 3.462 -0.209
C -0.867 3.223 -1.376
N 0.617 2.450 0.470
H 3.635 -2.366 -3.390
H 3.419 -0.623 -3.609
H 2.081 -1.603 -3.021
H 4.867 -2.999 -1.656
H 5.712 -2.702 0.666
H 4.795 -0.844 2.027
H 2.731 0.404 4.869
H 1.048 -0.306 6.563
H -1.271 -0.781 5.789
H -2.852 -0.916 4.131
H -2.236 -1.390 2.538
H -2.639 0.303 2.850
H 2.878 4.215 2.239
H 1.597 6.120 1.231
H -0.145 5.573 -0.456
H -1.489 4.099 -1.544
H -1.511 2.361 -1.265
H -0.241 3.072 -2.260
O -1.890 1.533 1.103
C -3.022 1.945 0.510
C -3.302 3.314 0.514
C -4.442 3.814 -0.087
C -5.329 2.946 -0.704
C -5.091 1.581 -0.653
C -3.963 1.050 -0.030
C -2.631 -1.157 -0.537
N -1.381 -1.184 0.201
N -0.793 -2.372 0.220
C 0.498 -2.253 0.486
O 1.093 -1.114 0.544
C 1.280 -3.480 0.737
C 2.276 -3.465 1.708
C 3.004 -4.613 1.975
C 2.751 -5.776 1.259
C 1.753 -5.794 0.293
C 1.008 -4.654 0.039
H -2.591 3.971 1.001
H -4.637 4.880 -0.075
H -6.219 3.321 -1.192
H -5.817 0.908 -1.086
H -2.905 -2.207 -0.654
H 2.449 -2.556 2.270
H 3.761 -4.608 2.749
H 3.321 -6.673 1.464
H 1.548 -6.703 -0.257
H 0.217 -4.660 -0.699
C -5.414 -1.628 -1.364
C -4.749 -1.302 -2.627
C -3.525 -0.803 -2.861
C -2.440 -0.576 -1.911
C -3.807 -0.456 0.188
C -5.061 -1.223 -0.143
C -1.342 0.086 -2.313
C -0.136 0.376 -1.524
C 1.052 0.579 -2.180
C 1.099 0.721 -3.639
C 2.046 1.435 -4.265
C 3.129 2.035 -3.506
C 3.292 1.770 -2.208
C 2.337 0.904 -1.440
H -6.342 -2.178 -1.463
H -5.374 -1.441 -3.502
H -3.287 -0.550 -3.889
H -3.625 -0.599 1.253
H -5.719 -1.457 0.686
H -1.371 0.433 -3.338
H 0.331 0.256 -4.238
H 2.022 1.558 -5.339
H 3.826 2.693 -4.010
H 4.113 2.205 -1.646
H 2.067 1.427 -0.539